[1]
C34H68BF2IN3O13P2S2Si as an isolated structure at a distorted geometry, computed with the ωB97M-V functional and the def2-TZVPD basis.

The HOMO energy is -10.269 eV. Its total energy is -4768.86071 Eh.

```
! wB97M-V def2-TZVPD RIJCOSX def2/J DEFGRID3
* xyz 1 1
O 2.19 1.35 1.78
C 4.86 2.10 6.43
H -2.42 -2.05 -4.28
H -6.49 2.05 4.33
H -5.67 -5.32 -1.88
N 1.24 0.66 -0.58
C -7.53 2.25 4.63
H -6.94 -1.59 2.29
C -7.60 2.92 1.31
C -3.75 -2.69 -2.62
C -2.94 -5.03 -7.86
H -7.87 -0.22 1.65
C -5.69 -5.06 -3.00
C 3.40 -0.83 -1.08
N -6.19 2.57 1.50
H 3.83 1.27 3.13
H -7.71 4.16 3.11
H 5.75 2.83 4.12
H 3.42 -0.97 3.77
C 5.40 -0.44 -2.36
H 5.58 -1.53 -2.10
H 7.23 0.01 -4.94
C -4.92 -3.26 -7.80
P 1.29 -0.50 -3.88
C 6.24 -1.90 -5.52
C -6.17 0.54 -0.07
O -5.94 -0.51 0.87
O 5.65 5.29 7.69
S -1.08 -1.72 -0.07
H -2.24 -5.79 -5.78
H -4.55 -2.02 -3.11
H 4.01 1.49 6.75
H 7.17 3.32 6.93
N 7.65 3.69 6.12
C -3.89 -4.10 -8.64
H 5.96 -1.38 -6.51
H -8.16 2.07 0.92
C 6.98 4.91 5.68
C 7.71 2.64 5.10
H 5.26 4.63 9.58
C -4.95 -3.35 -6.24
H 6.72 5.62 9.44
C -2.33 -2.11 -3.13
O 0.00 -1.59 1.01
H 1.30 -2.73 -1.20
H 8.28 1.81 5.55
H -5.72 -2.73 -5.64
H 6.63 1.36 3.78
H 1.99 0.77 -3.90
H 4.27 0.73 1.40
H 6.03 4.68 5.19
H 1.90 -0.84 2.73
C -2.97 -5.11 -6.31
F -1.80 0.18 -3.73
H -7.58 3.22 5.14
H 3.39 -1.58 1.97
H -3.19 -0.43 0.56
C 3.44 0.73 2.19
H -6.50 0.04 2.79
H -5.62 -2.57 -8.40
C -0.22 0.84 -0.99
H -5.60 2.58 -0.51
H 2.89 3.32 0.35
H -4.53 1.74 0.61
I -1.09 1.72 0.79
H 6.28 6.78 6.46
O 4.15 0.11 -1.88
C 6.38 2.07 4.58
O 5.65 1.32 5.54
C -2.70 -1.44 0.77
H 6.26 0.17 -1.90
F -3.17 -0.02 -1.94
H 7.58 6.08 7.42
C 0.71 -1.04 -2.14
C 6.12 4.84 8.95
H -7.84 1.47 5.33
H -3.48 -2.26 0.58
C -5.58 1.90 0.35
H -5.64 0.23 -0.98
O -8.39 2.21 3.51
H -2.86 -5.95 -1.85
O 2.91 2.53 -0.25
H 3.78 -0.86 0.00
H 0.30 -0.55 -4.90
H -2.19 -5.66 -8.45
O 7.35 -2.81 -5.79
H 7.06 -3.73 -5.61
C -2.00 -0.63 -2.54
C -2.67 -5.71 -2.96
B 2.09 1.50 0.36
C 6.61 -0.79 -4.39
H -1.45 -2.84 -2.95
P -0.11 2.34 -2.15
H -3.86 -4.06 -9.79
H -6.10 1.96 2.31
S 2.66 -1.81 -4.44
H -1.57 -5.38 -3.08
Si -3.95 -4.41 -3.52
H -6.04 -5.98 -3.60
H 5.32 -2.51 -5.20
C -6.87 -0.55 1.95
H 3.55 -1.89 -1.51
H 4.47 3.00 5.95
C 6.67 5.84 6.85
H -2.80 -6.71 -3.54
H -9.26 3.69 2.42
H -1.27 2.51 -3.01
C -0.73 -0.61 -1.55
H -3.85 -2.78 -1.49
H 8.31 3.00 4.26
O -1.11 -3.20 -0.43
H -7.67 3.74 0.60
H 7.62 5.43 4.96
C 3.05 -0.77 2.71
H -7.22 0.60 -0.34
O -0.13 3.60 -1.23
O 1.13 -2.41 -2.11
H 6.71 3.93 8.85
C -8.25 3.33 2.63
H -2.51 -1.47 1.91
C 1.86 -0.34 -1.19
C -3.97 -4.27 -5.42
H -6.43 -4.20 -3.15
H 7.29 -1.27 -3.59
O 5.45 -0.17 -3.80
H 5.43 2.35 7.32
H 1.11 2.44 -2.89
*
```

[2]
A 11-piece molecular cluster, C34H68O26S5 overall at a distorted geometry, computed with the ωB97M-V functional and the def2-TZVPD basis.

As for the SMILES: O=S1(=O)OCCO1.O=S1(=O)OCCO1.O=S1(=O)OCCO1.O=S1(=O)OCCO1.O=S1(=O)OCCO1.C1CCOC1.C1CCOC1.C1CCOC1.C1CCOC1.C1CCOC1.C1CCOC1. The HOMO energy is -9.184 eV. As for the energy above the lowest of the compared OMol25 structures with the same formula, charge and spin: 711.7 kJ/mol. Its total energy is -5282.91641 Eh.

```
! wB97M-V def2-TZVPD RIJCOSX def2/J DEFGRID3
* xyz 0 1
C -0.94 8.45 -2.88
H 1.58 -6.05 7.80
O -0.39 -6.28 7.69
H 2.42 -9.49 1.04
H -0.02 6.97 -1.46
C -0.59 7.90 -1.47
H 3.45 1.83 -5.45
H 5.22 3.77 0.47
H 3.59 -7.83 2.27
C 8.84 -0.99 0.56
C 4.75 6.18 2.50
H -4.75 6.84 6.87
H -6.62 -0.26 -3.18
C 0.90 -4.37 7.02
C -7.05 -1.67 -4.86
C -0.80 0.15 -1.14
C -7.03 -1.25 4.51
H -4.12 7.69 4.84
H -4.87 0.25 4.21
H 3.22 -6.57 1.16
H -0.04 3.71 -6.46
H -1.74 0.64 -1.35
C -6.34 0.26 2.59
H 5.36 6.92 3.03
C 3.41 -7.64 1.21
S 0.98 -4.80 -5.16
O -8.21 -1.49 -2.94
H -5.48 0.12 1.94
S -0.91 -6.07 6.14
O -0.42 -7.10 5.28
C 4.66 -7.66 0.38
O -1.24 6.18 5.84
H -8.69 -1.19 -6.15
H 1.59 -8.19 0.07
C -4.61 6.04 6.14
H -9.20 0.00 -4.00
H -7.09 0.83 2.04
H -0.85 9.52 -2.71
H 1.82 -4.64 -8.02
H -6.57 -0.89 -5.44
H -5.83 1.79 4.14
H -6.41 0.27 6.10
C 1.16 -5.38 -7.56
S -3.20 7.77 -1.66
O 1.69 4.29 -5.47
C 1.48 2.09 -5.98
H 5.18 -6.71 0.19
O -0.09 -4.65 6.07
O 3.31 -9.08 -0.69
H 5.75 4.43 3.27
H -10.12 -1.39 -3.97
O -0.41 -4.53 -6.01
H -5.53 5.47 6.13
H 8.27 -2.11 -1.39
O -3.59 5.15 6.53
C 5.71 4.53 1.07
O 8.39 -3.27 0.38
O -3.81 6.46 -1.71
H 0.79 1.25 -5.86
H -7.69 0.61 4.94
O -2.33 -5.77 6.19
H 2.49 1.54 -4.12
O 1.72 -3.52 -5.05
C -5.82 0.72 3.95
C -0.32 -4.98 -7.30
O 0.89 -5.56 -3.92
O -4.07 8.90 -1.15
H -8.87 -2.68 -5.34
C 2.53 -8.63 0.39
H 0.87 -3.34 7.37
O 4.78 6.58 1.10
C 4.40 -8.22 -1.00
H 1.33 0.04 1.33
H -6.15 -1.79 -2.76
H 1.79 -4.43 6.38
H -0.15 -1.71 1.30
C 0.15 -1.38 0.31
O -7.03 -1.05 3.05
H 5.48 5.84 -0.65
H 6.74 6.38 0.39
H 4.07 -7.39 -1.62
C 2.60 3.73 -4.59
O -3.20 5.81 4.17
H 9.82 -0.91 0.09
H -0.03 3.30 -4.84
H -0.25 8.04 -3.62
H 4.20 4.13 2.53
S -2.28 5.19 5.48
O 9.24 -3.99 2.75
H -5.16 6.59 4.08
H 0.77 -2.14 -0.17
H 1.09 -6.14 -8.33
H 3.61 4.08 -4.81
H -7.89 -1.74 4.96
C 0.65 3.34 -5.69
C -0.06 0.99 -0.12
C 5.80 5.84 0.39
H 1.86 -0.22 -0.34
H -0.65 1.30 0.74
H 0.72 -5.21 9.05
O 9.10 -1.50 1.92
O 1.68 -5.73 -6.37
C -9.08 -1.09 -4.00
O -1.77 7.69 -0.75
H 5.35 -8.63 -1.35
H -0.03 8.66 -0.92
H 7.01 -1.89 -0.16
H -6.19 -1.92 4.73
C 5.10 4.73 2.45
C 0.70 -5.44 7.98
H 6.76 4.28 1.23
H 5.45 -8.25 0.85
O 7.06 -2.74 2.49
H 1.85 2.24 -7.00
H -1.11 -5.69 -7.56
O -2.29 8.01 -3.08
S 8.39 -3.03 2.02
C -4.29 6.62 4.73
C -6.86 -1.29 -3.43
H -6.51 -2.62 -4.94
O -0.97 -1.09 -0.54
H 3.75 6.36 2.90
O -1.83 3.76 5.33
H 8.40 -0.01 0.67
C 0.99 -0.10 0.31
C -6.70 0.16 5.05
H -0.36 -4.08 -7.92
C 2.54 2.21 -4.97
H 2.56 3.87 -3.51
C 8.08 -2.03 -0.32
H -0.23 -0.06 -2.05
H 0.38 1.90 -0.54
C -8.49 -1.66 -5.19
*
```

[3]
A 11-piece molecular cluster, C34H71Br4N9O6 overall at a distorted geometry, computed with the ωB97M-V functional and the def2-TZVPD basis.

As for the expectation value of S²: 0.753. The HOMO energy (alpha / beta) is -0.452 / -6.735 eV. Its total energy is -12578.22680 Eh.

```
! wB97M-V def2-TZVPD RIJCOSX def2/J DEFGRID3
* xyz -1 2
H -4.46 1.57 0.50
H -0.25 3.65 3.25
H 1.05 -5.60 -2.32
H 2.70 -7.09 -2.01
C -4.94 0.96 -0.26
C -0.16 -0.59 1.29
H 0.36 -6.32 -0.86
H 2.33 2.02 1.56
H -1.78 -0.72 -3.08
N -3.19 4.19 -2.87
C -1.94 0.14 -6.59
H 1.13 1.62 -5.24
C -2.86 5.51 -2.72
N 0.85 -0.71 6.17
H -3.31 -0.80 1.48
H -0.88 -0.70 7.20
C 2.85 1.86 -3.99
H -3.18 -0.18 -1.12
H -5.22 1.54 -1.14
H -3.48 2.86 -4.46
H -2.44 -4.07 4.49
H 2.69 -0.60 5.22
C -4.01 -1.16 0.73
C -3.16 3.39 -1.74
H 4.61 3.74 4.25
H -4.88 3.53 -3.58
H -4.14 3.28 -1.28
C 4.40 3.76 1.85
Br 1.58 -0.73 -4.24
H 6.17 -4.51 -1.82
C -4.11 -0.32 -0.57
H -0.98 3.29 1.70
C -1.80 -0.04 -3.94
C -3.37 -4.01 3.94
O 3.40 2.13 4.84
N -2.08 4.52 2.81
C -3.07 1.03 -6.58
H 3.43 -5.79 -1.16
C -2.21 5.44 1.81
H 0.36 -3.85 -0.64
H 1.63 -1.64 -1.09
N -3.98 1.73 -6.58
H -0.80 0.41 -3.93
H 1.66 -4.44 0.46
C -3.91 3.75 -4.00
O -1.64 5.38 0.73
C 2.04 1.05 -5.01
H 1.92 -1.76 0.52
H -2.79 3.77 4.59
N -6.15 -1.51 2.18
H 2.38 0.39 7.16
H -4.04 4.45 -4.84
H 6.10 -1.48 -0.68
C 3.94 2.89 4.01
N 3.95 2.64 2.69
H -2.48 3.65 -0.93
O -1.05 0.13 1.86
H 1.31 1.71 -0.31
H 3.63 4.48 1.60
H 2.67 0.81 2.81
H 2.70 0.86 -5.86
H 2.16 -3.84 -0.91
C -1.79 -0.77 -5.27
H -2.47 5.65 -1.69
H -4.64 -0.97 -1.27
C -1.19 3.42 2.76
H -2.59 0.66 -3.69
C -0.53 -0.91 6.18
H -0.43 1.82 -0.14
H 4.51 3.52 0.79
H -0.87 -1.94 6.11
C 3.11 1.58 2.18
C 0.37 1.17 -0.49
C 1.30 -4.40 -0.57
C 2.55 -6.44 -1.16
H 1.11 -0.37 8.17
H 2.46 -0.31 -0.20
H -2.44 5.55 4.64
H -4.09 -4.27 1.92
H 4.83 -2.58 -4.29
O -3.09 6.32 -3.55
H -3.85 5.06 3.89
H 2.25 2.09 -3.11
H -3.54 -2.12 0.49
H -3.05 -5.65 2.51
H 0.26 1.14 -1.58
H -0.97 0.55 -6.89
C 2.63 -7.22 0.08
H 7.03 -3.65 -2.89
O 1.32 -1.87 4.27
C -2.83 4.72 4.05
N 2.70 -7.91 1.01
C -3.22 -4.57 2.49
H 3.66 -2.19 -3.25
C 5.38 -1.35 -1.50
H -5.88 0.70 0.24
H -2.70 2.47 -2.12
H -0.96 -1.47 -5.33
H 3.73 1.02 1.48
H 7.34 -3.25 -1.29
Br 3.36 3.62 -4.61
H -3.53 -2.96 3.72
H 4.22 -3.94 -3.16
H 0.84 1.07 6.99
Br -1.70 -3.75 1.59
H 3.69 1.30 -3.58
H -2.87 6.21 2.25
H -1.05 -0.30 5.45
C 4.49 -2.89 -3.30
C 6.51 -3.48 -1.95
H 0.15 -1.56 1.69
C 1.32 0.12 7.22
C -5.20 -1.41 1.56
C 1.62 -1.01 -0.20
H -2.66 -1.43 -5.30
H -2.22 -0.42 -7.48
C 1.20 -5.75 -1.25
C 1.69 -1.04 5.17
H -1.56 2.53 3.27
O 4.52 -0.49 -1.60
N 5.49 -2.45 -2.30
N 0.47 -0.17 0.22
H 5.31 4.22 2.23
Br -4.80 -4.95 5.02
*
```